(1)
Below is C36H53AsBrINO4P2RuS4 as an isolated structure, with properties calculated with ωB97M-V with the def2-TZVPD basis set.

```
! wB97M-V def2-TZVPD RIJCOSX def2/J DEFGRID3
* xyz -2 6
Ru 0.27 -0.31 -0.10
C 2.41 0.68 -3.85
C 1.11 1.42 -3.55
C 1.39 2.75 -2.84
P 0.05 0.40 -2.41
C -0.29 -1.11 -3.45
C -1.02 -0.83 -4.75
C -1.04 -2.15 -2.61
C -1.55 1.24 -2.41
C -2.04 2.04 -3.44
C -3.31 2.61 -3.41
C -3.80 3.51 -4.52
C -4.11 2.31 -2.31
C -3.65 1.54 -1.26
C -2.33 1.01 -1.24
N -1.82 0.28 -0.21
C -2.54 0.29 1.03
C -2.70 1.48 1.75
C -1.97 2.73 1.33
C -3.48 1.49 2.90
C -4.06 0.34 3.40
C -4.90 0.36 4.65
C -3.81 -0.85 2.73
C -3.05 -0.90 1.56
C -2.78 -2.24 0.91
H 3.13 1.36 -4.31
H 2.26 -0.17 -4.52
H 2.86 0.28 -2.93
H 0.57 1.60 -4.48
H 1.91 2.57 -1.90
H 0.46 3.28 -2.61
H 2.01 3.40 -3.47
H 0.70 -1.51 -3.67
H -1.99 -0.37 -4.56
H -1.20 -1.77 -5.29
H -0.45 -0.17 -5.42
H -2.04 -1.79 -2.34
H -0.52 -2.39 -1.68
H -1.14 -3.09 -3.16
H -1.41 2.23 -4.31
H -3.05 3.61 -5.31
H -4.04 4.51 -4.15
H -4.72 3.11 -4.99
H -5.13 2.69 -2.28
H -4.31 1.33 -0.42
H -0.98 2.47 0.95
H -1.83 3.38 2.19
H -2.49 3.29 0.55
H -3.58 2.42 3.46
H -5.01 1.37 5.03
H -4.44 -0.25 5.44
H -5.90 -0.05 4.47
H -4.20 -1.79 3.14
H -2.99 -3.06 1.60
H -1.75 -2.33 0.60
H -3.39 -2.38 0.01
S -0.13 -5.12 -0.15
As 1.85 -4.47 0.23
S 1.68 -2.25 0.99
S 2.64 -1.04 -0.35
S 2.85 -5.50 1.78
Br 5.36 -5.38 -4.78
C 4.04 -4.47 -5.78
C 4.05 -4.68 -7.15
C 3.09 -4.06 -7.96
C 2.14 -3.25 -7.38
C 2.15 -3.05 -6.01
C 3.10 -3.65 -5.19
I 3.05 -3.22 -3.14
H 4.80 -5.32 -7.59
H 3.10 -4.22 -9.03
H 1.38 -2.78 -7.99
H 1.39 -2.41 -5.56
C 1.26 -0.75 6.33
C 1.46 -1.28 4.91
C 2.69 -2.16 4.83
C 0.23 -2.08 4.48
O 1.75 -0.17 4.02
P 0.64 0.84 3.41
O -0.40 1.12 4.41
O 0.28 0.34 2.04
O 1.58 2.12 3.10
C 2.28 2.96 4.03
C 2.40 4.30 3.32
C 3.67 2.37 4.28
C 1.54 3.14 5.36
H 1.01 -1.57 7.01
H 0.44 -0.02 6.33
H 2.18 -0.27 6.68
H 2.52 -3.10 5.37
H 3.56 -1.65 5.27
H 2.92 -2.40 3.79
H 0.04 -2.88 5.21
H 0.39 -2.54 3.50
H -0.65 -1.44 4.42
H 2.90 4.17 2.36
H 2.96 5.02 3.93
H 1.40 4.70 3.13
H 4.19 2.25 3.32
H 3.57 1.38 4.73
H 4.25 3.02 4.94
H 0.51 3.47 5.18
H 2.06 3.89 5.96
H 1.49 2.20 5.91
*
```

For the gap between HOMO and LUMO (alpha / beta), the calculation gives 4.310 / 5.841 eV. The energy relative to the best compared isomer or geometry (same formula, charge and spin) is 0.0000 eV. As for the LUMO energy (alpha / beta): 0.12774 / 0.12502 Ha. The calculation puts the calculated total energy at -251362.33892 eV.

=====

(2)
Below is the molecule C3H7N3O4, with properties calculated with ωB97M-V with the def2-TZVPD basis set.

```
! wB97M-V def2-TZVPD RIJCOSX def2/J DEFGRID3
* xyz 0 1
C 0.14 1.04 0.85
C -1.04 0.83 -0.08
C 1.38 0.26 0.34
H 0.24 3.10 0.25
H 0.27 2.82 1.89
H -0.05 0.60 1.85
H -1.94 1.29 0.31
H -0.81 1.29 -1.02
H -0.24 -1.70 0.67
H 2.14 1.98 0.36
N 0.55 2.43 1.00
N -1.27 -0.52 -0.38
N -1.26 -1.04 -1.54
O -1.16 -1.39 0.73
O -1.28 -2.26 -1.59
O 2.43 1.05 0.08
O 1.43 -0.93 0.22
*
```

For the gap between HOMO and LUMO, the calculation gives 9.452 eV. The energy relative to the best compared isomer or geometry (same formula, charge and spin) is 2.9773 eV. As for the LUMO energy: 0.00697 Ha. The calculation puts the calculated total energy at -15881.33101 eV.

=====

(3)
Below is C20H21MoN3OSSi as an isolated structure, with properties calculated with ωB97M-V with the def2-TZVPD basis set.

```
! wB97M-V def2-TZVPD RIJCOSX def2/J DEFGRID3
* xyz 1 2
Mo 0.34 -1.51 0.77
O -0.86 -1.28 -0.84
N -0.48 -1.48 -2.11
C -1.39 -1.16 -3.06
C -1.09 -1.35 -4.38
C 0.16 -1.88 -4.72
C 1.06 -2.20 -3.73
C 0.74 -1.99 -2.38
S 1.82 -2.33 -1.09
H -2.32 -0.77 -2.68
H -1.82 -1.09 -5.13
H 0.41 -2.05 -5.76
H 2.03 -2.60 -3.96
N 2.79 -2.69 2.62
C 1.94 -2.26 1.97
H 3.52 -3.09 3.18
C 3.15 0.81 0.56
Si 1.34 0.81 1.08
C 0.31 1.92 -0.04
C 1.18 1.28 2.88
C 0.08 2.01 3.34
C -0.05 2.33 4.69
C 0.91 1.92 5.60
C 2.00 1.19 5.16
C 2.14 0.88 3.81
H 3.63 1.74 0.88
H 3.24 0.74 -0.53
H 3.72 -0.02 0.98
H 0.59 2.96 0.12
H -0.76 1.82 0.15
H 0.49 1.68 -1.09
H -0.67 2.36 2.65
H -0.91 2.91 5.02
H 0.81 2.17 6.64
H 2.77 0.88 5.86
H 3.02 0.34 3.48
N -0.68 -1.17 2.10
C -1.49 -0.92 3.19
C -2.75 -0.35 2.97
C -3.56 -0.06 4.06
C -3.12 -0.34 5.35
C -1.87 -0.91 5.55
C -1.05 -1.21 4.48
H -3.07 -0.14 1.96
H -4.53 0.38 3.90
H -3.76 -0.11 6.19
H -1.53 -1.12 6.56
H -0.07 -1.63 4.63
*
```

For the gap between HOMO and LUMO (alpha / beta), the calculation gives 7.947 / 6.955 eV. The energy relative to the best compared isomer or geometry (same formula, charge and spin) is 0.0191 eV. As for the LUMO energy (alpha / beta): -0.12382 / -0.15830 Ha. The calculation puts the calculated total energy at -48160.92637 eV.

=====

(4)
Below is the molecule C4H7N3O, with properties calculated with ωB97M-V with the def2-TZVPD basis set.

```
! wB97M-V def2-TZVPD RIJCOSX def2/J DEFGRID3
* xyz 0 1
C 1.86 -0.19 0.11
C -1.00 1.32 -1.21
C -1.08 1.01 0.28
C -1.70 -0.29 0.84
H 2.11 -1.97 0.19
H 1.83 0.85 0.50
H 0.05 -0.97 -0.48
H -1.06 0.55 -2.02
H -1.24 2.26 -1.58
H -1.02 1.96 1.00
H -2.67 -0.30 1.47
N 2.55 -1.16 0.54
N 0.67 -0.21 -0.58
N 0.16 1.06 -0.41
O -1.27 -1.40 0.49
*
```

For the gap between HOMO and LUMO, the calculation gives 8.904 eV. The energy relative to the best compared isomer or geometry (same formula, charge and spin) is 5.0005 eV. As for the LUMO energy: 0.00030 Ha. The calculation puts the calculated total energy at -10774.74683 eV.

=====

no.,maximum force (eV Å⁻¹)
1,1.102
2,3.509
3,0.522
4,3.899